Computed, not measured: 7 unconnected molecules or ions with the total composition C7H28N14O7, with ωB97M-V/def2-TZVPD.

The geometry in ORCA input format:
```
! RIJCOSX wB97M-V def2-TZVPD def2/J DEFGRID3
* xyz 0 1
N 0.2507 2.3370 4.7925
C -0.3389 1.1654 4.9787
N -0.4241 0.5457 3.7910
O -0.6041 0.6503 6.0377
H 0.3750 2.8430 5.6565
H 0.1667 2.7779 3.8848
H -0.6877 -0.4242 3.8621
H -0.2569 1.0917 2.9667
N -0.2188 -0.3721 -1.8511
C -0.0325 -1.2789 -0.9053
N -0.5762 -0.8805 0.2761
O 0.5306 -2.3240 -1.0962
H -0.7692 0.4347 -1.5903
H 0.2623 -0.5104 -2.7270
H -0.4882 -1.5226 1.0497
H -0.4829 0.0919 0.5240
N 0.0523 3.1681 1.8701
C -0.5269 4.3898 1.8869
N 0.3728 5.3569 2.0405
O -1.7072 4.5455 1.7074
H -0.4444 2.4011 1.4447
H 1.0602 3.1451 1.8852
H 1.2953 5.1882 2.4073
H 0.1236 6.3264 1.9305
N -2.3019 -3.0710 2.3758
C -1.8854 -4.1175 1.6886
N -2.3151 -4.0712 0.4334
O -1.1257 -4.9713 2.0931
H -2.3125 -3.0620 3.3819
H -2.6648 -2.3696 1.7518
H -3.0971 -3.4538 0.2884
H -1.9924 -4.6249 -0.3413
N 4.6977 -1.4376 -0.6868
C 4.2881 -0.1417 -0.7329
N 3.2659 -0.0592 -1.6104
O 4.7686 0.7700 -0.0898
H 5.4307 -1.7018 -0.0481
H 4.0900 -2.1895 -0.9667
H 2.8348 -0.8571 -2.0510
H 2.7223 0.7892 -1.6219
N -2.6349 2.6365 -2.7490
C -2.4297 2.5304 -1.4534
N -3.5730 2.8362 -0.8362
O -1.4053 2.1234 -0.9044
H -3.5703 2.8559 -3.0441
H -1.9227 2.4400 -3.4337
H -4.4097 3.3237 -1.1075
H -3.4658 2.8124 0.1692
N 1.5175 -3.6492 -3.3806
C 1.7106 -2.8097 -4.3689
N 1.3496 -3.2850 -5.5379
O 2.0894 -1.6626 -4.2280
H 1.4210 -4.6449 -3.4892
H 1.4981 -3.2897 -2.4358
H 1.0204 -4.2274 -5.6515
H 1.4704 -2.5668 -6.2358
*
```

Energy above the lowest of the compared OMol25 structures with the same formula, charge and spin (eV): 2.095
Highest occupied orbital energy (eV): -9.387

***

Computed, not measured: a molecular structure, C7H28O9, with ωB97M-V/def2-TZVPD.

The geometry in ORCA input format:
```
! RIJCOSX wB97M-V def2-TZVPD def2/J DEFGRID3
* xyz 0 1
O -1.5782 3.5371 -1.8368
C -0.8507 3.0836 -0.9914
C 0.0703 1.9110 -1.4524
C 1.5677 2.0781 -1.3983
C 2.3379 0.8100 -1.8182
C 2.0848 -0.3157 -0.7969
C 2.6661 -1.6555 -1.1661
C 2.1817 -2.8789 -1.0334
H -0.8985 3.2691 0.0946
H -0.3005 1.7655 -2.4591
H -0.2724 1.0972 -0.8047
H 1.9674 2.8188 -2.0917
H 1.8263 2.4749 -0.4113
H 3.3874 1.1055 -1.8769
H 2.0789 0.3883 -2.7933
H 1.0267 -0.4910 -0.6239
H 2.6546 -0.0101 0.0971
H 3.6004 -1.5188 -1.7172
H 2.8149 -3.7517 -1.1656
H 1.3731 -3.1265 -0.3538
H -2.2159 -2.2163 -0.8014
H -1.3387 -3.3547 -1.3481
O -1.7783 -3.0539 -0.5583
H 3.2154 -0.7022 2.7192
H 3.4432 0.8460 2.1369
O 3.0251 -0.0090 2.0963
H 0.4211 -0.8393 3.5176
H 0.8285 -2.0802 2.8754
O 1.0963 -1.5196 3.6196
H -1.0488 -2.4245 0.9925
H -0.7900 -3.0311 2.3826
O -0.7345 -2.2064 1.8871
H -3.4147 2.2035 2.1944
H -2.1574 1.4860 1.7163
O -2.7882 2.1920 1.4665
H -2.2839 2.4556 -1.7753
H -3.0753 2.1033 -0.5538
O -3.0750 1.9752 -1.5183
H -3.6293 -1.0727 -2.1391
H -2.8318 0.1647 -1.6408
O -3.0127 -0.7808 -1.4610
H -1.4426 -0.6307 2.4043
H -2.4754 -0.2071 3.4105
O -1.6750 0.1111 2.9760
*
```

Energy above the lowest of the compared OMol25 structures with the same formula, charge and spin (eV): 2.803
Highest occupied orbital energy (eV): -9.481

***

Computed, not measured: 8 unconnected molecules or ions with the total composition C7H29ClN7O7, with ωB97M-V/def2-TZVPD.

The geometry in ORCA input format:
```
! RIJCOSX wB97M-V def2-TZVPD def2/J DEFGRID3
* xyz -1 1
Cl -0.7169 -28.6574 -16.7187
C -3.0535 -31.6484 -19.1103
O -3.3551 -32.1240 -20.1976
N -3.7414 -32.0038 -17.9763
N -2.1315 -30.6680 -18.9254
H -4.4319 -32.7214 -18.0839
H -3.5221 -31.6693 -17.0559
H -1.6580 -30.4126 -19.7710
H -1.9162 -30.3057 -18.0051
C -1.1803 -27.7533 -12.6978
O -2.0000 -27.1992 -13.3909
N -1.2187 -27.8258 -11.3223
N -0.1234 -28.4270 -13.2817
H -1.9661 -27.3992 -10.8131
H -0.4234 -28.2051 -10.8457
H 0.6884 -28.7075 -12.7676
H -0.1514 -28.4403 -14.2912
C -4.1837 -26.5870 -18.1595
O -4.3183 -26.1636 -17.0292
N -4.9494 -26.0954 -19.2011
N -3.2267 -27.4915 -18.5418
H -5.6117 -25.3746 -18.9962
H -4.8529 -26.4380 -20.1375
H -2.5759 -27.8795 -17.8592
H -3.0294 -27.5710 -19.5211
C -0.4811 -34.4613 -17.3383
C 0.3059 -33.1616 -17.1966
C 0.6621 -32.6276 -18.5708
O 1.3162 -31.4004 -18.4517
C 1.6847 -30.8458 -19.6866
N -0.4813 -32.2421 -16.3175
H -1.4271 -34.1726 -17.8127
H -0.7709 -35.0397 -16.4649
H 0.1107 -35.1063 -17.9957
H 1.1924 -33.2849 -16.5627
H -0.2834 -32.5364 -19.1214
H 1.3177 -33.3919 -19.0173
H 0.8257 -30.8357 -20.3710
H 2.5762 -31.3472 -20.0778
H 1.9129 -29.7820 -19.5835
H -1.4041 -32.2014 -16.7447
H -0.0895 -31.3057 -16.4377
O 1.4201 -27.0887 -18.4670
H 0.8197 -27.6051 -17.8910
H 2.2391 -27.0374 -17.9680
O -2.0926 -25.7036 -15.6022
H -1.2989 -25.2583 -15.2929
H -1.8516 -26.1027 -16.4447
O -3.6805 -28.8726 -15.4546
H -2.7489 -29.1085 -15.6064
H -4.1780 -29.6670 -15.6664
*
```

Energy above the lowest of the compared OMol25 structures with the same formula, charge and spin (eV): 1.369
Highest occupied orbital energy (eV): -6.089

***

Computed, not measured: a molecular structure, C7H29FeN8O9, with ωB97M-V/def2-TZVPD.

The geometry in ORCA input format:
```
! RIJCOSX wB97M-V def2-TZVPD def2/J DEFGRID3
* xyz 1 5
Fe 0.9169 1.2413 1.5071
C -0.0500 -0.5881 -0.7246
O -0.0548 -0.3308 0.6573
H -0.8281 -1.2723 -1.0722
H -0.1113 0.3462 -1.2962
H 0.9262 -1.0052 -0.9912
C -2.1897 -3.2092 1.8416
C -0.9600 -3.8851 1.2843
O 0.2468 -3.3041 1.8070
O -2.3009 -1.8456 1.4854
H -2.3036 -3.2565 2.9374
H -3.0757 -3.7964 1.5736
H -0.9964 -3.7530 0.2000
H -1.0047 -4.9334 1.5660
H 0.3133 -2.4137 1.4274
H -1.4110 -1.4608 1.3890
C 3.5233 -0.3780 -4.1947
O 3.7798 -0.6160 -5.3592
N 2.9435 0.8088 -3.7430
N 3.7707 -1.2644 -3.1692
H 3.4847 1.1334 -2.9555
H 2.4057 1.4578 -4.2794
H 3.1449 -1.1560 -2.3967
H 4.0440 -2.1747 -3.5064
C -2.5475 3.4178 -0.9207
O -2.3328 4.0341 -1.9711
N -3.0835 4.0152 0.1658
N -2.2851 2.0927 -0.8285
H -3.0267 5.0144 0.2219
H -3.3647 3.4354 0.9372
H -1.8868 1.6434 -1.6346
H -2.5145 1.4628 -0.0716
C 1.6189 3.0503 -1.1172
O 1.3698 2.4492 -0.0433
N 0.7178 3.4476 -2.0347
N 2.9236 3.2926 -1.4766
H 1.0477 4.1573 -2.6636
H -0.2704 3.4185 -1.8193
H 3.6492 3.2030 -0.7904
H 3.1019 3.6188 -2.4069
C 0.6359 -0.6084 4.0248
O 1.2113 0.1504 3.1891
N 1.2289 -1.7361 4.4220
N -0.5562 -0.3037 4.5655
H 0.7049 -2.4360 4.9140
H 2.1850 -1.9083 4.1690
H -1.0946 -1.0236 5.0161
H -1.0217 0.5603 4.3657
O -0.7419 -3.9463 -2.7228
H -1.4401 -3.7365 -3.3539
H -0.5068 -3.1032 -2.3249
O -3.0073 0.7999 1.9783
H -2.2980 1.2759 2.4212
H -2.6297 -0.0816 1.8019
*
```

Highest occupied orbital energy (spin up / spin down) (eV): -11.956 / -11.956
⟨S²⟩: 6.0163

***

Computed, not measured: 8 unconnected molecules or ions with the total composition C7H29O8, with ωB97M-V/def2-TZVPD.

The geometry in ORCA input format:
```
! RIJCOSX wB97M-V def2-TZVPD def2/J DEFGRID3
* xyz -1 1
O 36.0370 24.8210 29.2900
H 36.8740 24.7290 29.1690
C 35.7310 22.2480 26.6890
O 36.6190 23.3600 27.0910
H 35.8370 21.9920 25.7160
H 34.7060 22.4190 27.1100
H 36.0020 21.3310 26.9260
H 36.3130 23.9660 27.6250
C 34.2340 27.4220 30.5090
O 34.9910 26.3280 31.1450
H 34.9130 28.3510 30.1440
H 33.3810 27.7000 30.8530
H 33.7630 27.0570 29.4680
H 35.3410 25.7880 30.4580
C 32.5060 24.9540 28.1380
O 33.8310 25.1830 27.5130
H 31.7930 25.3350 27.5580
H 32.4910 25.4610 29.1430
H 32.4150 23.9990 28.2460
H 34.5950 25.1540 28.0630
C 37.3600 27.3320 27.1040
O 36.1750 27.2830 27.9870
H 38.3550 26.9850 27.6650
H 37.3990 28.3600 26.6420
H 37.0830 26.8110 26.3390
H 36.4280 26.3960 28.2060
C 34.5270 22.4990 31.2870
O 34.6940 22.5730 29.8340
H 35.0200 23.4000 31.5390
H 35.3690 21.8400 31.6820
H 33.6380 22.1920 31.7740
H 35.0700 23.2860 29.2620
C 37.8380 21.2700 29.7360
O 38.6760 22.0120 28.7920
H 37.5240 22.0330 30.6020
H 38.5170 20.5630 30.1880
H 37.0480 20.6950 29.3260
H 38.0530 22.7850 28.5290
C 38.9780 24.8610 31.0230
O 38.1870 25.9780 30.7650
H 39.7400 25.2020 31.7080
H 39.4160 24.4630 30.2560
H 38.5080 23.8530 31.3670
H 37.2730 25.7720 30.4250
*
```

Energy above the lowest of the compared OMol25 structures with the same formula, charge and spin (eV): 6.199
Highest occupied orbital energy (eV): -6.198

***

How do the records compare in calculated total energy? In the order shown, they have -42913.1096 -26138.6449 -45020.4072 -72462.5162 -24101.9532 eV.